{"formula": "C41H45NP2Zn", "method": "wB97M-V/def2-TZVPD", "homo_ev": [-4.79, -4.79], "e_lumo_ev": [-0.36, -0.36], "fmax_ev_per_a": 5.09, "gap_ev": [4.424, 4.427], "molar_mass_da": 679.156, "species": ["Zn", "C", "C", "C", "C", "C", "C", "C", "C", "C", "H", "H", "H", "H", "H", "H", "H", "H", "H", "H", "H", "H", "H", "H", "H", "P", "P", "C", "C", "C", "C", "C", "C", "C", "C", "C", "C", "C", "C", "C", "C", "C", "C", "C", "C", "C", "C", "C", "C", "C", "C", "C", "C", "H", "H", "H", "H", "H", "H", "H", "H", "H", "H", "H", "H", "H", "H", "H", "H", "H", "H", "H", "H", "H", "H", "C", "C", "C", "C", "C", "C", "N", "H", "H", "H", "H", "H", "H", "H", "H"], "positions_angstrom": [[-1.649, -0.765, -3.959], [-1.081, -1.562, -5.593], [-0.102, -0.470, -5.449], [-0.416, 0.784, -6.281], [-1.816, 1.377, -5.981], [-2.419, 1.112, -4.643], [-3.356, 0.118, -4.380], [-3.653, -0.994, -5.332], [-2.405, -1.501, -6.238], [-1.394, 1.305, 1.116], [-0.624, -2.550, -5.457], [0.886, -0.807, -5.786], [-0.368, 0.452, -7.335], [0.364, 1.558, -6.164], [-1.711, 2.459, -6.118], [-2.504, 1.055, -6.767], [-2.364, 1.987, -3.979], [-3.955, 0.180, -3.472], [-4.475, -0.624, -5.991], [-3.978, -1.905, -4.771], [-2.628, -2.548, -6.477], [-2.412, -0.974, -7.187], [-0.928, 0.312, 0.989], [-2.272, 1.251, 1.785], [-0.656, 2.033, 1.492], [0.709, -0.335, -3.656], [-2.016, 1.873, -0.453], [-0.096, 0.873, -2.562], [-1.268, 1.011, -1.862], [2.446, 0.075, -3.896], [2.991, 0.891, -4.911], [4.371, 1.109, -4.910], [5.189, 0.556, -3.919], [4.633, -0.228, -2.903], [3.266, -0.472, -2.901], [0.502, -2.105, -3.158], [-0.789, -2.684, -2.918], [-0.853, -4.044, -2.623], [0.187, -4.894, -2.982], [1.387, -4.367, -3.483], [1.562, -2.975, -3.548], [-2.198, 3.654, -0.435], [-1.074, 4.455, -0.731], [-1.104, 5.826, -0.445], [-2.264, 6.396, 0.100], [-3.398, 5.616, 0.355], [-3.362, 4.246, 0.101], [-3.701, 1.210, -0.566], [-3.974, -0.051, 0.000], [-5.197, -0.666, -0.271], [-6.115, -0.066, -1.146], [-5.828, 1.174, -1.710], [-4.608, 1.804, -1.457], [0.553, 1.730, -2.775], [-2.201, 0.633, -2.332], [2.362, 1.337, -5.680], [4.829, 1.728, -5.684], [6.265, 0.725, -3.916], [5.221, -0.655, -2.092], [2.796, -1.121, -2.152], [-1.836, -2.351, -3.187], [-1.842, -4.407, -2.330], [0.040, -5.979, -2.893], [2.222, -5.010, -3.780], [2.499, -2.558, -3.949], [-0.180, 3.977, -1.164], [-0.213, 6.433, -0.651], [-2.274, 7.466, 0.320], [-4.303, 6.073, 0.748], [-4.231, 3.627, 0.330], [-3.245, -0.525, 0.670], [-5.430, -1.619, 0.221], [-7.066, -0.572, -1.347], [-6.566, 1.658, -2.360], [-4.394, 2.762, -1.935], [1.869, 1.446, -0.194], [1.806, 0.059, 0.286], [2.637, -0.487, 1.313], [2.274, -1.843, 1.426], [1.230, -2.044, 0.463], [0.536, -3.305, 0.171], [0.953, -0.882, -0.195], [2.143, 2.118, 0.630], [0.909, 1.767, -0.609], [2.631, 1.552, -0.984], [3.379, 0.094, 1.854], [2.684, -2.606, 2.082], [0.920, -3.753, -0.753], [0.671, -4.037, 0.979], [-0.535, -3.138, 0.014]], "forces_ev_per_angstrom": [[0.2, 0.4, 3.1], [0.2, -1.8, 0.8], [4.0, 0.6, -1.7], [0.4, -0.2, 0.5], [0.4, 0.2, -1.1], [-1.9, 1.0, -0.1], [-0.6, 1.9, -0.4], [-0.1, -0.9, -1.4], [-1.4, -0.3, -0.8], [0.0, 0.4, 1.0], [-0.4, 0.4, -0.5], [0.1, -0.2, -1.0], [-0.1, 0.2, 0.4], [-0.4, -0.3, 0.1], [-0.2, -0.1, 0.3], [0.0, 0.0, 0.1], [0.2, -0.9, 0.3], [0.1, 0.1, 0.0], [0.3, -0.6, 0.3], [-0.2, 0.8, -0.4], [-0.3, 0.3, -0.1], [-0.2, 0.2, -0.3], [0.0, 0.4, -0.1], [0.6, 0.1, 0.1], [-0.2, -0.4, 0.1], [-1.7, 1.7, 2.2], [1.1, -2.9, -2.4], [3.4, -0.8, -3.5], [-4.6, 0.1, 2.2], [0.4, 0.1, -0.3], [0.1, -0.4, 0.5], [0.1, 0.1, 0.0], [-0.2, -0.2, 0.3], [-0.2, 0.1, -0.1], [-0.2, -0.1, 0.0], [-0.5, -0.2, -1.8], [1.3, -0.9, 0.7], [-0.7, 0.1, -1.0], [0.5, -0.3, 0.2], [-0.1, 0.4, 0.3], [-0.7, -0.1, 0.6], [0.3, 1.0, 0.6], [-0.3, -0.1, 0.1], [-0.2, -0.3, -0.1], [0.2, -0.1, -0.1], [0.4, 0.0, -0.3], [0.4, 0.0, 0.0], [0.1, -0.2, -0.6], [-0.2, 0.5, 0.1], [0.0, -0.2, 0.0], [0.1, -0.2, 0.4], [-0.2, 0.1, -0.3], [-0.2, -0.4, 0.4], [-0.1, 0.4, -0.2], [0.3, 0.6, 0.6], [0.2, -0.2, 0.2], [-0.2, -0.2, 0.2], [-0.3, 0.1, -0.1], [0.1, 0.2, -0.3], [0.3, 0.5, 0.1], [0.9, 0.0, 1.4], [0.5, -0.3, -0.1], [0.2, 0.5, 0.0], [-0.5, 0.1, 0.0], [-0.6, -0.3, 0.4], [-0.4, 0.3, 0.3], [-0.5, -0.2, 0.1], [-0.1, -0.3, -0.1], [0.2, -0.1, 0.0], [0.3, 0.2, 0.0], [-0.4, 0.2, -0.4], [0.1, 0.4, -0.4], [0.4, 0.3, 0.0], [0.3, -0.2, 0.2], [0.0, -0.3, 0.2], [0.1, 0.8, -0.2], [0.7, -1.6, 1.7], [-0.7, 0.7, -1.1], [-1.0, -0.3, -1.0], [1.6, 1.3, 1.5], [-0.3, -0.6, -0.3], [0.1, -0.3, -0.2], [0.0, 0.0, -0.2], [0.2, 0.1, 0.1], [-0.2, 0.2, 0.0], [-0.1, -0.3, 0.0], [-0.1, 0.2, 0.0], [-0.1, -0.1, 0.1], [0.0, 0.1, -0.1], [0.0, -0.1, 0.1]]}

{"formula": "C41H46AsBr4ClLuN2O3PS", "method": "wB97M-V/def2-TZVPD", "homo_ev": -11.65, "e_lumo_ev": -4.88, "fmax_ev_per_a": 1.30, "gap_ev": 6.777, "charge": 2, "molar_mass_da": 1282.829, "species": ["Lu", "Br", "C", "C", "Br", "C", "Br", "C", "O", "C", "O", "C", "Br", "Cl", "C", "C", "C", "C", "C", "C", "P", "C", "C", "C", "C", "C", "C", "C", "C", "C", "C", "C", "C", "H", "H", "H", "H", "H", "H", "H", "H", "H", "H", "H", "H", "H", "H", "C", "As", "C", "C", "S", "H", "H", "H", "H", "H", "H", "H", "H", "H", "C", "C", "C", "C", "C", "C", "C", "O", "C", "C", "C", "H", "H", "H", "H", "H", "H", "H", "H", "H", "H", "H", "H", "N", "C", "C", "N", "C", "C", "H", "H", "H", "H", "H", "H", "H", "H", "H", "H", "H"], "positions_angstrom": [[-0.328, 0.135, -0.775], [-0.541, 3.790, 5.170], [0.048, 2.702, 3.756], [1.220, 1.953, 3.867], [2.242, 2.017, 5.440], [1.637, 1.141, 2.802], [3.195, 0.094, 2.876], [0.890, 1.079, 1.634], [1.211, 0.319, 0.588], [-0.293, 1.836, 1.524], [-0.979, 1.723, 0.378], [-0.698, 2.634, 2.576], [-2.284, 3.637, 2.322], [-0.551, -1.928, 1.088], [-1.653, -3.173, 0.492], [-2.392, -3.868, 1.430], [-3.251, -4.865, 0.985], [-3.352, -5.142, -0.370], [-2.580, -4.444, -1.287], [-1.702, -3.443, -0.874], [-0.674, -2.476, -2.026], [1.000, -3.172, -1.872], [1.378, -4.055, -0.864], [2.690, -4.495, -0.778], [3.630, -4.063, -1.699], [3.257, -3.190, -2.713], [1.951, -2.743, -2.798], [-1.226, -2.952, -3.681], [-2.118, -2.128, -4.358], [-2.597, -2.499, -5.605], [-2.180, -3.688, -6.181], [-1.280, -4.510, -5.517], [-0.802, -4.147, -4.268], [-2.280, -3.650, 2.482], [-3.829, -5.431, 1.701], [-4.019, -5.918, -0.715], [-2.656, -4.682, -2.340], [0.652, -4.414, -0.145], [2.972, -5.183, 0.006], [4.651, -4.413, -1.638], [3.985, -2.858, -3.441], [1.671, -2.074, -3.603], [-2.426, -1.182, -3.927], [-3.287, -1.856, -6.130], [-2.551, -3.973, -7.156], [-0.949, -5.433, -5.971], [-0.097, -4.788, -3.755], [-1.452, 3.835, -4.612], [-1.481, 3.277, -2.769], [-2.688, 4.426, -1.814], [0.281, 3.567, -2.039], [-2.101, 1.238, -2.621], [-1.308, 4.913, -4.664], [-2.393, 3.560, -5.086], [-0.632, 3.324, -5.117], [-2.416, 5.470, -1.968], [-2.609, 4.178, -0.753], [-3.703, 4.254, -2.168], [0.438, 4.635, -1.884], [1.027, 3.185, -2.733], [0.335, 3.049, -1.085], [6.661, 0.378, -6.013], [5.567, 0.369, -4.997], [4.243, 0.570, -5.381], [3.211, 0.592, -4.461], [1.814, 0.808, -4.961], [3.527, 0.394, -3.092], [2.530, 0.329, -2.070], [1.303, 0.513, -2.243], [4.873, 0.182, -2.685], [5.259, -0.043, -1.252], [5.863, 0.177, -3.649], [6.266, 0.336, -7.025], [7.338, -0.464, -5.864], [7.254, 1.289, -5.916], [4.019, 0.718, -6.428], [1.834, 1.028, -6.027], [1.324, 1.625, -4.434], [1.188, -0.072, -4.797], [2.853, 0.108, -1.046], [5.001, 0.805, -0.619], [6.335, -0.192, -1.184], [4.775, -0.927, -0.835], [6.891, 0.020, -3.350], [-5.803, 0.294, 1.416], [-4.554, 0.596, 2.207], [-3.420, -0.278, 1.693], [-3.209, -0.138, 0.261], [-4.415, -0.429, -0.488], [-5.587, 0.448, -0.069], [-6.562, 0.905, 1.722], [-6.108, -0.663, 1.615], [-4.786, 0.422, 3.257], [-4.344, 1.656, 2.055], [-3.621, -1.330, 1.922], [-2.507, -0.001, 2.224], [-2.890, 0.817, 0.084], [-4.669, -1.486, -0.344], [-4.234, -0.285, -1.554], [-6.523, 0.185, -0.562], [-5.375, 1.506, -0.229]], "forces_ev_per_angstrom": [[-0.3, -0.6, -1.1], [0.0, 0.0, 0.0], [0.1, -0.1, 0.0], [-0.1, 0.0, -0.1], [0.0, 0.0, 0.0], [-0.2, 0.2, 0.1], [0.0, 0.0, 0.0], [0.2, 0.0, 0.3], [0.3, 0.1, 0.1], [0.0, 0.1, 0.2], [-0.3, 0.3, 0.2], [0.0, 0.0, 0.1], [0.0, 0.0, 0.0], [0.0, -0.3, 0.0], [0.1, 0.1, 0.1], [0.0, 0.0, -0.2], [0.0, 0.0, 0.0], [0.0, 0.0, 0.0], [0.0, 0.1, 0.0], [-0.1, -0.1, 0.1], [0.0, 0.1, 0.0], [-0.1, -0.1, 0.0], [0.0, 0.0, 0.0], [0.0, 0.0, 0.0], [0.1, 0.0, 0.0], [0.1, 0.0, 0.0], [0.0, 0.0, 0.0], [0.1, -0.2, 0.1], [0.0, 0.1, 0.0], [0.0, 0.0, 0.0], [0.0, -0.1, 0.0], [0.0, 0.0, 0.0], [0.0, 0.1, 0.0], [0.0, 0.0, 0.1], [0.0, 0.0, 0.0], [0.0, 0.0, 0.0], [0.0, 0.0, 0.0], [0.0, 0.0, 0.0], [0.0, 0.0, 0.0], [0.0, 0.0, 0.0], [0.0, 0.0, 0.0], [0.0, 0.0, 0.0], [0.0, 0.0, 0.0], [0.0, 0.0, 0.0], [0.0, 0.0, 0.0], [0.0, 0.0, 0.0], [0.0, 0.0, 0.0], [0.0, -0.1, 0.0], [0.1, 0.0, 0.1], [0.0, 0.0, 0.1], [-0.1, 0.1, -0.1], [0.1, 0.1, -0.2], [0.0, 0.0, 0.0], [0.0, 0.0, 0.1], [0.0, 0.0, 0.0], [0.0, 0.0, 0.0], [0.0, 0.0, -0.1], [0.1, 0.0, 0.0], [0.0, 0.0, 0.0], [0.0, 0.0, 0.0], [0.0, 0.1, 0.0], [0.1, 0.0, -0.1], [0.0, 0.0, 0.0], [0.0, 0.0, 0.1], [0.1, 0.0, 0.0], [-0.1, 0.0, 0.0], [0.0, -0.1, 0.1], [0.0, 0.1, 0.1], [0.0, -0.2, 0.0], [0.0, 0.0, -0.2], [0.1, 0.0, 0.1], [-0.2, 0.0, 0.1], [0.0, 0.0, 0.0], [0.0, 0.0, 0.0], [0.0, 0.0, 0.0], [0.0, 0.0, -0.1], [0.0, 0.0, 0.0], [0.0, 0.0, 0.0], [0.0, 0.0, 0.0], [0.0, 0.0, -0.1], [0.0, 0.0, 0.0], [0.0, 0.0, 0.0], [0.0, 0.0, 0.0], [0.1, 0.0, 0.0], [-0.1, -0.1, 0.0], [-0.1, 0.0, 0.0], [0.1, 0.0, 0.2], [0.4, 0.3, -0.1], [-0.1, -0.1, -0.1], [-0.1, 0.0, 0.1], [0.0, 0.0, 0.0], [0.0, 0.0, 0.0], [0.1, 0.0, 0.0], [0.1, -0.1, 0.0], [0.0, 0.0, 0.0], [0.0, 0.0, 0.0], [-0.1, 0.0, -0.1], [0.0, 0.0, 0.0], [0.0, 0.0, 0.1], [0.1, 0.0, 0.0], [0.0, 0.0, -0.1]]}

{"formula": "C41H46Cl5CrNPSTe", "method": "wB97M-V/def2-TZVPD", "homo_ev": [-3.59, -5.08], "e_lumo_ev": [2.31, 2.26], "spin_multiplicity": 5, "s2": 6.09, "fmax_ev_per_a": 0.88, "gap_ev": [5.900, 7.336], "charge": -1, "molar_mass_da": 972.728, "species": ["Cr", "Cl", "C", "C", "C", "Cl", "C", "Cl", "C", "Cl", "C", "Cl", "C", "C", "C", "C", "C", "C", "P", "C", "C", "C", "C", "C", "C", "C", "C", "C", "C", "C", "C", "H", "H", "H", "H", "H", "H", "H", "H", "H", "H", "H", "H", "H", "H", "H", "H", "H", "H", "H", "H", "H", "H", "H", "H", "H", "H", "H", "H", "H", "H", "H", "H", "H", "Te", "C", "C", "C", "C", "S", "H", "H", "H", "N", "C", "C", "C", "C", "C", "C", "C", "C", "C", "C", "C", "C", "C", "H", "H", "H", "H", "H", "H", "H", "H", "H", "H"], "positions_angstrom": [[-0.620, 0.161, -0.256], [-0.913, 0.815, 1.959], [-0.076, -2.280, 1.037], [-1.055, -1.799, 0.172], [-2.195, -2.563, -0.010], [-3.391, -2.062, -1.191], [-2.401, -3.749, 0.695], [-3.849, -4.672, 0.465], [-1.425, -4.193, 1.584], [-1.674, -5.650, 2.487], [-0.244, -3.461, 1.731], [1.002, -4.056, 2.797], [-2.518, 2.168, -5.500], [-2.817, 0.686, -5.193], [-2.083, 0.202, -3.934], [-0.690, 0.838, -3.846], [-0.819, 2.369, -3.642], [-2.129, 2.918, -4.228], [0.314, 0.024, -2.526], [0.944, -1.596, -3.248], [0.635, -2.805, -2.345], [1.094, -4.097, -3.018], [0.243, -4.395, -4.269], [-0.387, -3.113, -4.829], [0.587, -1.938, -4.723], [1.878, 0.988, -2.444], [1.812, 2.260, -1.585], [3.236, 2.689, -1.197], [4.251, 2.404, -2.324], [3.563, 2.427, -3.689], [2.551, 1.270, -3.801], [-3.377, 2.639, -5.982], [-1.688, 2.239, -6.211], [-2.518, 0.069, -6.047], [-3.892, 0.534, -5.061], [-2.026, -0.886, -3.932], [-2.639, 0.471, -3.034], [-0.178, 0.675, -4.792], [0.030, 2.868, -4.119], [-0.781, 2.609, -2.585], [-2.024, 3.987, -4.424], [-2.926, 2.818, -3.486], [2.026, -1.448, -3.197], [-0.434, -2.860, -2.136], [1.129, -2.676, -1.385], [1.036, -4.927, -2.312], [2.151, -3.995, -3.289], [-0.547, -5.109, -4.022], [0.862, -4.865, -5.039], [-1.303, -2.886, -4.279], [-0.679, -3.258, -5.872], [0.202, -1.084, -5.271], [1.513, -2.221, -5.237], [2.519, 0.296, -1.889], [1.224, 2.092, -0.680], [1.313, 3.058, -2.140], [3.538, 2.153, -0.296], [3.234, 3.756, -0.953], [4.704, 1.419, -2.169], [5.066, 3.130, -2.290], [4.293, 2.356, -4.498], [3.047, 3.385, -3.818], [3.073, 0.367, -4.135], [1.812, 1.507, -4.571], [1.760, -0.958, 0.883], [3.849, -0.784, -0.151], [4.916, -0.131, 0.404], [6.112, -0.180, -0.389], [5.948, -0.890, -1.540], [4.339, -1.480, -1.638], [4.851, 0.377, 1.361], [7.048, 0.287, -0.105], [6.677, -1.097, -2.311], [-1.854, 1.415, -0.735], [-2.917, 2.061, -0.645], [-4.230, 1.353, -0.451], [-5.170, 1.292, -1.473], [-6.347, 0.571, -1.303], [-6.592, -0.084, -0.102], [-5.654, -0.018, 0.923], [-4.473, 0.693, 0.748], [-2.927, 3.576, -0.688], [-1.730, 4.278, -0.820], [-1.723, 5.665, -0.852], [-2.915, 6.375, -0.741], [-4.108, 5.686, -0.591], [-4.112, 4.295, -0.563], [-4.982, 1.807, -2.409], [-7.069, 0.519, -2.109], [-7.503, -0.657, 0.029], [-5.830, -0.541, 1.855], [-3.718, 0.722, 1.526], [-0.806, 3.718, -0.869], [-0.783, 6.195, -0.950], [-2.910, 7.458, -0.761], [-5.040, 6.229, -0.489], [-5.046, 3.764, -0.439]], "forces_ev_per_angstrom": [[0.4, -0.5, 0.6], [-0.1, 0.1, 0.0], [-0.1, 0.0, 0.0], [-0.1, 0.0, 0.2], [0.0, 0.1, -0.1], [0.1, 0.0, 0.1], [0.0, 0.0, 0.0], [0.0, 0.0, 0.0], [0.0, 0.0, 0.0], [0.0, 0.0, 0.0], [0.0, 0.0, -0.1], [0.0, 0.1, -0.1], [0.1, 0.0, 0.0], [0.1, 0.0, 0.0], [0.0, 0.1, 0.0], [-0.2, 0.1, 0.1], [0.0, -0.1, -0.1], [0.0, -0.1, 0.0], [0.0, 0.0, -0.4], [-0.1, -0.1, 0.0], [0.0, 0.1, -0.2], [0.0, 0.1, -0.1], [0.0, 0.0, 0.0], [0.1, 0.0, 0.0], [0.1, -0.1, 0.1], [0.0, 0.1, 0.0], [0.1, 0.0, -0.2], [0.0, 0.0, -0.1], [-0.1, -0.1, 0.0], [-0.1, 0.0, 0.1], [0.1, 0.0, 0.0], [0.0, 0.0, 0.0], [0.0, 0.0, 0.0], [0.0, 0.0, 0.0], [0.0, 0.0, 0.0], [0.0, -0.1, 0.0], [0.0, 0.0, 0.0], [0.1, 0.0, -0.1], [0.0, 0.0, 0.0], [0.0, 0.0, 0.0], [0.0, 0.0, 0.0], [0.0, 0.0, 0.0], [0.0, 0.0, 0.0], [0.0, 0.0, 0.0], [0.0, 0.0, 0.1], [0.0, 0.0, 0.0], [0.0, 0.0, 0.0], [0.0, 0.0, 0.0], [0.0, 0.0, 0.0], [0.0, 0.0, 0.0], [0.0, 0.0, 0.0], [-0.1, 0.1, 0.0], [0.0, 0.0, 0.0], [-0.1, 0.1, 0.0], [0.0, 0.0, 0.1], [0.0, 0.0, 0.0], [0.0, 0.0, 0.0], [0.0, 0.0, 0.0], [0.0, 0.1, 0.0], [0.0, 0.0, 0.0], [0.0, 0.0, 0.0], [0.0, 0.0, 0.0], [0.0, 0.0, 0.0], [0.0, 0.0, 0.0], [0.2, -0.2, 0.1], [0.1, 0.1, 0.0], [0.2, 0.0, -0.1], [-0.1, 0.0, 0.2], [0.0, 0.0, 0.1], [0.0, -0.3, -0.1], [0.0, 0.0, -0.1], [-0.1, 0.0, 0.0], [0.0, 0.0, 0.1], [0.2, 0.3, -0.2], [-0.4, 0.5, -0.1], [0.0, 0.0, 0.0], [-0.1, 0.0, 0.0], [0.1, 0.0, 0.1], [0.1, 0.0, 0.0], [0.0, 0.0, -0.1], [0.0, -0.1, 0.0], [-0.1, -0.3, 0.0], [0.0, 0.1, 0.1], [-0.1, -0.1, 0.0], [0.1, 0.0, 0.0], [0.0, -0.1, 0.0], [-0.1, 0.1, 0.0], [0.0, 0.0, 0.0], [0.0, 0.0, 0.0], [0.0, 0.0, 0.0], [0.0, 0.0, 0.0], [0.0, 0.0, 0.0], [0.0, 0.0, 0.0], [0.0, 0.0, 0.0], [0.0, 0.0, 0.0], [0.0, 0.0, 0.0], [0.0, 0.0, 0.0]]}

Question: Which formula does entry 3 have?
Answer: C41H46Cl5CrNPSTe